315
Properties=species:S:1:pos:R:3:mulliken_charge:R:1 method="wB97M-V/def2-TZVPD" spin_multiplicity=1 homo_ev=-9.042
C -1.60286 8.37138 -20.35549 -1.62
C -3.10254 8.08357 -20.34884 0.50
C -3.65687 7.93019 -18.96664 -0.55
O -4.98625 7.44356 -18.98565 -0.43
C -5.77044 7.39318 -17.76431 0.09
N -3.92532 9.02648 -21.13257 -0.77
H -1.13275 8.73038 -21.27103 0.38
H -1.00233 7.48798 -20.13848 0.41
H -1.41999 9.05045 -19.52270 0.32
H -3.23379 7.09343 -20.78531 0.33
H -3.59316 8.89982 -18.47283 0.23
H -3.05771 7.20120 -18.42104 0.30
H -6.75384 7.70255 -18.11831 -0.20
H -5.45675 8.20340 -17.10610 -0.01
H -5.83438 6.43943 -17.24049 0.34
H -3.86708 9.94352 -20.71337 0.27
H -4.80762 8.68640 -20.77761 0.35
C -12.27139 -0.35596 -11.28612 -1.55
C -13.57147 -0.64503 -12.04503 0.46
C -14.27290 0.68595 -12.62383 -0.12
O -15.63628 0.51517 -12.97073 -0.57
C -16.23919 1.84101 -13.16821 -0.10
N -13.22187 -1.44305 -13.11168 -0.63
H -12.31500 0.65452 -10.87975 0.07
H -11.43192 -0.51890 -11.96202 0.58
H -12.04478 -1.10246 -10.52488 0.36
H -14.24694 -1.20160 -11.39537 0.50
H -13.73823 1.00493 -13.51852 -0.16
H -14.12405 1.49252 -11.90593 0.29
H -15.68478 2.41032 -13.91429 0.25
H -16.33809 2.44754 -12.26797 -0.19
H -17.18523 1.61023 -13.65794 0.36
H -14.06300 -1.85805 -13.48635 0.25
H -12.97428 -2.31710 -12.67029 0.26
C -19.37109 3.00748 -11.44181 -0.72
C -19.91237 2.42172 -10.12416 1.81
C -21.20986 3.07520 -9.61673 -1.22
O -20.96653 4.47444 -9.39341 -0.12
C -22.23050 5.12935 -9.13155 -0.99
N -20.14215 1.03823 -10.35941 -0.89
H -20.16502 2.88135 -12.17792 0.56
H -18.56763 2.38777 -11.83994 -0.06
H -19.09655 4.04738 -11.26482 -0.04
H -19.07250 2.42668 -9.42941 -0.72
H -21.46043 2.58393 -8.67654 0.49
H -21.98758 2.69340 -10.27815 0.42
H -23.09559 4.83973 -9.72809 0.37
H -22.26956 6.21571 -9.21148 0.29
H -22.61498 4.78774 -8.17052 0.37
H -19.32216 0.52775 -10.65458 0.26
H -20.70032 0.93093 -11.19429 0.31
C -16.59265 6.81075 -6.21191 -1.57
C -15.65457 5.73385 -6.67711 1.22
C -14.81978 6.23810 -7.85592 -0.51
O -13.90321 5.22981 -8.15136 -0.45
C -13.15240 5.43826 -9.28589 -0.71
N -14.85300 5.32157 -5.50529 -0.73
H -17.13249 6.39499 -5.36115 0.46
H -17.24532 7.21667 -6.98480 0.16
H -16.03950 7.66224 -5.81556 0.42
H -16.23592 4.86477 -6.98503 -0.51
H -14.21901 7.13130 -7.68449 0.53
H -15.50727 6.35440 -8.69374 0.26
H -12.97138 6.50508 -9.41716 0.37
H -13.73058 5.20448 -10.17985 0.22
H -12.25041 4.84696 -9.44360 0.29
H -14.39564 6.16087 -5.17892 0.34
H -14.06027 4.78630 -5.82959 0.28
C -10.04289 3.92204 -15.15292 -1.41
C -9.49872 3.57723 -13.76549 0.46
C -10.42332 2.66920 -12.88860 -0.81
O -10.03009 2.60927 -11.55306 -0.39
C -10.45651 3.65263 -10.73729 -0.42
N -8.15088 3.00342 -13.84146 -0.58
H -9.23304 4.48221 -15.62031 0.57
H -10.84180 4.56189 -14.77818 0.17
H -10.20463 3.15205 -15.90728 0.64
H -9.36617 4.48813 -13.18172 -0.02
H -10.19420 1.65605 -13.21896 0.48
H -11.45496 2.94735 -13.10413 0.14
H -10.59511 4.60887 -11.24175 0.22
H -9.79959 3.88418 -9.89889 0.33
H -11.37989 3.27889 -10.29479 0.04
H -8.15250 2.48887 -14.71057 0.36
H -8.03901 2.32430 -13.10230 0.16
C -14.20296 0.58702 -7.43050 -1.54
C -15.26285 1.63400 -6.96330 1.76
C -16.68921 1.43858 -7.47423 -0.80
O -16.64104 1.59677 -8.90633 -0.31
C -16.66842 2.93248 -9.31391 -0.54
N -15.00836 1.67357 -5.54453 -0.78
H -14.30906 0.30798 -8.47883 0.22
H -14.28142 -0.33685 -6.85741 0.37
H -13.16920 0.92863 -7.37824 0.35
H -14.98033 2.60629 -7.36695 -0.70
H -17.34938 2.15170 -6.98053 0.41
H -17.00689 0.40819 -7.31459 0.35
H -17.42514 3.54258 -8.82069 0.21
H -16.82822 3.05419 -10.38524 -0.26
H -15.69779 3.39736 -9.14105 0.36
H -14.15721 2.21724 -5.53667 0.32
H -15.71400 2.27744 -5.14764 0.34
C -9.71876 9.16908 -19.73564 -1.07
C -10.70936 8.37663 -20.55306 0.83
C -11.35339 7.21869 -19.83099 0.22
O -10.44766 6.19028 -19.56823 -0.09
C -9.63623 5.59193 -20.66206 -0.94
N -11.72600 9.24975 -20.90939 -0.37
H -8.94218 8.54433 -19.29438 -0.30
H -10.27088 9.77142 -19.01422 0.14
H -9.17628 9.80127 -20.43859 0.57
H -10.22528 8.14063 -21.50073 0.40
H -12.26976 6.79926 -20.24627 0.00
H -11.71993 7.57548 -18.86847 -0.30
H -9.39766 4.55781 -20.41355 0.23
H -8.67161 6.09506 -20.59510 0.26
H -10.17879 5.73839 -21.59601 0.34
H -12.56998 8.82613 -21.26764 -0.08
H -11.44450 9.92470 -21.60601 0.28
C -9.93876 11.72477 -10.68911 -1.05
C -8.91673 12.77568 -10.97306 0.56
C -8.56657 12.98323 -12.47770 -0.78
O -8.37358 11.71473 -13.16461 0.05
C -8.56497 11.84080 -14.59050 -1.03
N -9.27779 14.03821 -10.30230 -0.74
H -9.49301 10.75041 -10.88917 0.24
H -10.86214 11.76361 -11.26700 -0.03
H -10.29096 11.56666 -9.66976 0.43
H -7.98866 12.43444 -10.51444 0.24
H -7.66864 13.59168 -12.58547 0.27
H -9.45280 13.46774 -12.88750 0.30
H -8.56467 10.81013 -14.94519 0.02
H -7.74686 12.37772 -15.07064 0.41
H -9.54368 12.18922 -14.92042 0.55
H -9.98323 14.52951 -10.83246 0.24
H -8.55856 14.74605 -10.34432 0.30
C -6.82823 8.84753 -12.81338 -1.27
C -5.44875 9.27020 -13.33963 0.45
C -4.68559 8.07237 -13.96853 -0.42
O -3.34433 8.40085 -14.29262 -0.40
C -2.68775 7.44686 -15.06831 0.25
N -5.62281 10.19571 -14.41370 -0.13
H -7.44238 9.67043 -12.44765 0.18
H -6.63232 8.18198 -11.97268 0.51
H -7.39552 8.22870 -13.50861 0.09
H -4.88169 9.71044 -12.51944 0.36
H -5.20642 7.74408 -14.86801 -0.11
H -4.79676 7.22411 -13.29310 0.35
H -3.01249 7.40545 -16.10799 -0.17
H -2.78292 6.44228 -14.65616 -0.20
H -1.64563 7.76321 -15.11283 0.37
H -4.69973 10.50633 -14.68117 0.31
H -6.06374 10.99780 -13.98671 -0.10
C -15.16783 9.52781 -18.94881 -0.50
C -15.93411 9.59049 -20.32940 0.43
C -16.01438 8.22852 -21.06382 -0.81
O -14.70463 7.91778 -21.71621 -0.31
C -14.70131 6.67808 -22.37359 -0.93
N -17.31071 10.08837 -20.20001 -0.52
H -14.11233 9.25577 -18.94337 0.23
H -15.65308 8.80664 -18.29115 0.16
H -15.26277 10.57467 -18.66040 -0.14
H -15.29743 10.22451 -20.94644 0.10
H -16.80499 8.20739 -21.81388 0.49
H -16.23602 7.41599 -20.37189 0.32
H -15.26615 5.93304 -21.81326 0.38
H -13.70656 6.31164 -22.62719 0.26
H -15.13922 6.88684 -23.34968 0.32
H -17.34020 11.05370 -19.90439 0.21
H -17.81721 10.16373 -21.07057 0.29
C -13.27611 13.67112 -13.79091 -1.39
C -13.50912 12.20124 -14.08081 0.85
C -14.82238 11.95559 -14.90137 -1.40
O -15.08006 10.58132 -14.90316 0.44
C -16.39309 10.23164 -15.22533 -0.69
N -12.44525 11.64518 -14.85969 -0.09
H -13.02867 14.11767 -14.75395 0.10
H -12.37742 13.77374 -13.18269 0.20
H -14.15597 14.16504 -13.37860 0.48
H -13.60877 11.76030 -13.08897 0.32
H -14.80892 12.52703 -15.82948 0.16
H -15.60635 12.32123 -14.23821 0.57
H -16.69299 10.57104 -16.21678 0.33
H -17.11530 10.71232 -14.56543 0.38
H -16.57953 9.16825 -15.07518 -0.11
H -11.73950 11.37794 -14.18843 0.09
H -12.75206 10.72404 -15.13800 -0.02
C -14.62989 6.98483 -13.93616 -1.57
C -13.09459 6.83431 -13.97359 0.94
C -12.33570 7.96682 -14.74015 -0.56
O -11.08350 7.42210 -14.76024 0.32
C -10.15204 8.03293 -15.68399 -0.44
N -12.67137 6.60646 -12.59516 -0.37
H -15.26195 6.27660 -13.40042 0.41
H -15.01075 6.96106 -14.95718 0.38
H -14.90006 7.86210 -13.34836 0.03
H -13.02728 5.90938 -14.54636 -0.87
H -12.32389 8.85891 -14.11393 0.00
H -12.66511 8.18102 -15.75687 0.45
H -9.21828 7.47072 -15.67386 0.27
H -9.97633 9.09404 -15.50711 0.02
H -10.48188 7.78081 -16.69184 0.14
H -12.78521 5.60290 -12.59182 0.23
H -11.67116 6.71115 -12.68866 0.35
C -16.85190 12.55325 -6.99836 -1.38
C -17.46947 12.14586 -8.27539 0.17
C -16.91058 10.77520 -8.79454 -0.20
O -15.54605 11.01625 -9.02680 -0.40
C -14.98533 10.10879 -9.96380 -0.48
N -18.86840 11.96231 -8.19623 -0.72
H -16.93548 11.70256 -6.32203 0.31
H -17.39849 13.36494 -6.51827 0.40
H -15.80676 12.84965 -7.08747 0.31
H -17.29586 12.86870 -9.07255 0.38
H -17.45297 10.49855 -9.69863 0.22
H -16.87766 10.05292 -7.97886 0.15
H -13.91683 10.10002 -10.17910 0.33
H -15.42139 10.07124 -10.96207 0.16
H -15.22070 9.12798 -9.55061 0.20
H -18.90482 11.37167 -7.37774 0.30
H -19.30270 12.74544 -7.72913 0.28
C -5.72682 11.98448 -17.55962 -0.42
C -4.84502 13.17867 -18.08630 0.61
C -5.14346 13.42040 -19.56698 -0.93
O -4.61102 12.42275 -20.41072 -0.21
C -4.85596 12.57409 -21.86781 -0.84
N -5.19914 14.39568 -17.47862 -0.79
H -5.85454 12.09630 -16.48292 -0.18
H -5.21132 11.03504 -17.70423 -0.04
H -6.75010 12.00143 -17.93477 0.36
H -3.78744 13.01037 -17.88310 0.34
H -4.73787 14.40972 -19.77869 0.27
H -6.21397 13.54885 -19.72698 0.38
H -5.87483 12.21002 -21.99997 0.33
H -4.30481 11.71425 -22.24860 0.25
H -4.67310 13.51346 -22.38958 0.34
H -4.47189 15.06792 -17.67689 0.28
H -5.09412 14.36800 -16.47448 0.23
C -18.16714 6.28487 -14.13124 -0.76
C -19.16880 7.16296 -13.41649 0.81
C -18.39980 8.01579 -12.28753 -0.98
O -17.88438 7.37965 -11.13886 0.27
C -18.79220 7.19889 -10.02649 -0.60
N -19.81423 7.96363 -14.40440 -0.71
H -17.59593 5.62378 -13.47950 0.13
H -17.52695 6.76970 -14.86826 0.13
H -18.74593 5.50300 -14.62297 0.09
H -20.02261 6.61908 -13.01240 0.52
H -19.10956 8.79424 -12.00763 0.28
H -17.61959 8.55945 -12.82027 -0.14
H -19.68149 6.61005 -10.25131 0.31
H -19.00082 8.02590 -9.34779 0.29
H -18.20216 6.52874 -9.40130 -0.10
H -20.67419 8.18589 -13.92360 0.32
H -20.07732 7.35915 -15.16957 0.14
C -13.76084 4.48206 -17.11672 -1.80
C -12.56647 3.70852 -17.74898 1.68
C -12.93380 2.20238 -17.62765 -1.63
O -12.81198 1.73008 -16.25757 -0.04
C -12.86973 0.31128 -16.27355 -0.90
N -12.59127 4.04595 -19.13457 -0.73
H -13.53395 5.54760 -17.15228 0.47
H -13.80859 4.29248 -16.04440 0.20
H -14.71218 4.39577 -17.64170 0.58
H -11.62319 3.87814 -17.22978 -0.15
H -12.38265 1.57237 -18.32580 0.52
H -13.92707 1.99148 -18.02392 0.34
H -12.35811 -0.22326 -17.07393 0.42
H -13.85025 -0.16062 -16.33687 0.32
H -12.47096 -0.00808 -15.31069 0.13
H -11.82943 4.68726 -19.30317 0.22
H -13.49429 4.49002 -19.22082 0.30
C -13.20270 12.75228 -18.04176 -0.43
C -13.97930 13.79954 -18.80485 0.68
C -13.46269 15.14509 -18.34396 -1.15
O -13.73651 15.16657 -16.89669 -0.15
C -13.33263 16.38942 -16.48915 -1.06
N -13.68791 13.61436 -20.25801 -0.70
H -13.62482 11.74740 -18.03027 -0.18
H -13.05133 13.03312 -16.99949 -0.40
H -12.13539 12.72322 -18.26111 0.47
H -15.04797 13.66113 -18.64089 0.44
H -13.77366 15.92405 -19.04009 0.48
H -12.38952 15.13109 -18.53424 0.28
H -13.41150 16.46522 -15.40465 0.27
H -13.75581 17.30202 -16.90889 0.36
H -12.24459 16.45477 -16.48656 0.44
H -12.91247 12.99913 -20.45874 0.27
H -14.53742 13.25694 -20.67114 0.29
C -19.18587 7.41763 -18.64491 -1.44
C -19.85540 6.10493 -18.89218 1.01
C -20.01628 5.40057 -17.53773 -0.47
O -20.41707 4.01463 -17.72159 -0.45
C -20.12371 3.21517 -16.59258 -0.67
N -21.18311 6.43971 -19.42123 -0.78
H -18.14967 7.41869 -18.30671 0.18
H -19.73827 7.93014 -17.85733 0.43
H -19.27685 8.14257 -19.45379 0.33
H -19.28629 5.44409 -19.54601 0.17
H -20.74640 5.94348 -16.93750 0.34
H -19.05783 5.44659 -17.02068 -0.02
H -20.47994 2.18507 -16.60180 0.35
H -20.49984 3.65781 -15.67024 0.28
H -19.04395 3.18126 -16.44736 0.25
H -21.78904 5.63385 -19.48085 0.24
H -21.21147 6.76780 -20.37604 0.23
C -3.42150 3.91088 -14.36068 -1.44
C -4.99813 4.06109 -14.34129 0.39
O -5.66483 3.13126 -15.09526 -0.63
H -3.21948 2.90791 -13.98474 0.38
H -2.86369 4.61380 -13.74194 0.35
H -3.03193 4.03206 -15.37144 0.33
H -5.30627 5.06729 -14.62540 -0.02
H -5.28302 3.89882 -13.30177 0.26
H -6.53607 3.31760 -14.73772 0.58